# 1
# C18H25N5O3

The molecule C18H25N5O3 at a distorted geometry (ωB97M-V/def2-TZVPD, OMol25).

The geometry in XYZ format:
```
51
C18H25N5O3, DFT ωB97M-V/def2-TZVPD
H -1.06 0.46 1.43
C 3.31 -0.28 3.77
H 1.32 1.64 -0.07
H 2.25 -0.68 -0.50
C 0.79 1.45 0.87
H 0.60 2.95 3.47
H -2.20 -1.13 0.49
C 4.95 -1.55 3.52
H -0.52 1.59 3.46
H -4.79 -1.36 -2.21
C 2.76 0.03 1.45
C 3.10 -0.27 0.03
C -4.95 -0.55 -1.50
C -0.82 -1.60 -4.29
H 3.92 -1.00 0.02
H -6.03 -0.47 -1.32
C 1.54 1.04 3.27
C -0.39 0.52 0.57
C -1.16 1.02 -0.65
H -1.64 -2.12 -4.79
H -4.57 -1.79 0.23
H 0.71 -0.16 -4.74
C -4.22 -0.85 -0.20
C -2.91 0.69 -2.26
H 0.40 2.40 1.23
C 1.72 0.84 1.87
O -0.82 2.02 -1.25
C -4.43 0.76 -2.09
N 4.59 -1.32 2.28
H -4.42 -0.06 0.52
H 5.79 -2.18 3.76
N 2.32 0.49 4.18
N 3.53 -0.51 2.41
N 4.21 -0.95 4.46
O -1.36 -0.82 -3.21
H -4.67 1.59 -1.42
H 0.41 -1.35 -6.02
C -2.72 -0.94 -0.45
H 0.49 1.89 4.89
H -0.02 -0.49 0.36
H 3.42 0.63 -0.48
C -0.06 -0.73 -5.27
N -2.24 0.30 -1.03
H -0.16 -2.33 -3.80
C -2.52 -0.21 -3.43
H -4.87 0.95 -3.06
H -2.51 -1.76 -1.14
H -2.52 1.68 -2.52
H -0.74 -0.03 -5.75
C 0.46 1.92 3.80
O -3.18 -0.33 -4.43
```

Computed properties:
**Gap between HOMO and LUMO**: 0.3492 Eh
**LUMO**: 0.4 eV
**ΔE to the lowest compared entry with this formula, charge and spin**: 20.0 kcal/mol
**Charge**: 0
**Electronic energy**: -32666.2288 eV
**F_max**: 1.40 eV/A
**SMILES string**: CCOC(=O)[C@H]1CCCCN1C(=O)CCc1c(C)nc2ncnn2c1C

# 2
# C18H25N7O3

The molecule C18H25N7O3 at a distorted geometry (ωB97M-V/def2-TZVPD, OMol25).

The geometry in XYZ format:
```
53
C18H25N7O3, DFT ωB97M-V/def2-TZVPD
H 2.20 2.11 3.09
N 0.99 1.25 0.27
N 2.25 3.10 1.04
C 1.12 0.37 3.11
H 0.15 -0.62 -0.69
O 2.40 2.06 -3.39
C 0.97 -0.99 5.09
C -0.36 -0.20 -1.55
H -1.42 -0.07 -1.32
N 2.42 2.99 -2.59
C 0.22 -0.48 2.48
C -2.61 -2.06 -4.53
H 0.93 0.57 -4.41
H -1.26 -4.67 5.34
H 0.11 2.64 -3.28
H -1.40 1.82 -2.88
C -2.73 -3.20 4.75
H -2.81 -2.31 4.14
C 1.48 0.10 4.43
H -3.68 -2.06 -4.74
C -0.33 1.67 -3.06
H -1.08 -4.10 3.67
H -3.45 -3.94 4.40
C -2.17 -0.66 -4.12
N 3.04 4.71 -0.36
H -2.47 0.04 -4.90
H 3.28 4.98 -1.31
H 2.17 0.76 4.93
C 2.40 3.55 -0.20
C -0.19 -1.13 -2.77
C -0.30 -1.58 3.14
H 3.50 5.10 0.44
C -0.14 0.71 -4.25
H -2.42 -2.78 -3.74
N 0.24 1.08 -1.87
H -2.69 -0.37 -3.19
H -0.66 -2.09 -2.55
H -2.97 -2.94 5.78
N -0.72 -0.59 -4.00
O 2.96 4.07 -2.86
C 0.07 -1.85 4.45
N 1.66 1.49 2.49
O -0.34 -2.91 5.20
C -1.32 -3.79 4.69
C 1.04 1.70 -0.99
C 1.89 2.80 -1.32
H 0.88 -1.30 -2.92
C 1.63 1.93 1.21
H -0.08 -0.27 1.47
H -0.58 1.14 -5.15
H -0.99 -2.22 2.61
H 1.25 -1.20 6.11
H -2.07 -2.37 -5.42
```

Computed properties:
**Gap between HOMO and LUMO**: 0.2848 Eh
**LUMO**: 0.0 eV
**ΔE to the lowest compared entry with this formula, charge and spin**: 18.2 kcal/mol
**Charge**: 0
**Electronic energy**: -35643.1416 eV
**F_max**: 1.15 eV/A
**SMILES string**: CCOc1ccc(Nc2nc(N)c([N+](=O)[O-])c(N3CCN(CC)CC3)n2)cc1